Entry 1:
{
  "formula": "F4N2O8RbS4",
  "method": "ωB97M-V with the def2-TZVPD basis set",
  "elements": ["Rb", "N", "S", "O", "O", "F", "S", "O", "O", "F", "N", "S", "O", "O", "F", "S", "O", "O", "F"],
  "positions_angstrom": [[-25.5679, -19.8937, 21.0989], [-25.4906, -16.6964, 18.0065], [-26.2470, -17.8809, 17.4892], [-26.6005, -18.9667, 18.3547], [-26.2103, -18.1528, 16.0680], [-27.6673, -17.1945, 17.5055], [-24.0256, -17.6255, 18.0575], [-23.6560, -18.3741, 16.8420], [-23.7723, -18.3666, 19.2802], [-22.9317, -16.4457, 17.9377], [-22.9632, -17.7452, 24.8116], [-23.4660, -17.1472, 23.3258], [-23.9051, -18.1113, 22.3372], [-22.6242, -16.0336, 22.8965], [-24.8580, -16.4541, 23.8977], [-21.8809, -18.5777, 24.1476], [-20.6326, -17.9704, 23.9195], [-22.1220, -19.7832, 23.4160], [-21.3867, -19.2607, 25.5818]],
  "forces_ev_per_angstrom": [[0.3, 0.3, -0.4], [5.8, -0.1, 1.7], [-8.1, -2.2, -5.2], [1.5, -1.3, 1.3], [1.0, -0.3, 1.1], [-1.1, 1.4, 0.5], [4.1, -0.2, -1.7], [-1.4, 1.3, 2.2], [-0.8, 1.5, -0.6], [-1.3, -0.4, 1.0], [-3.2, 1.7, -3.1], [-1.6, 4.1, 0.5], [-0.1, 1.1, 1.0], [-1.9, -1.9, 0.5], [1.3, -0.8, -0.8], [6.8, -6.4, 4.4], [0.9, 2.1, -1.9], [-1.4, 0.3, -0.7], [-1.0, -0.2, 0.2]],
  "mulliken_charge": [0.952, -0.306, 1.043, -0.599, -0.588, -0.311, 1.059, -0.545, -0.474, -0.245, -0.287, 0.991, -0.383, -0.555, -0.306, 1.095, -0.579, -0.577, -0.386],
  "total_charge": -1,
  "e_homo_ev": -7.4,
  "orbital_gap_ha": 0.3191,
  "largest_force_ha_per_bohr": 0.2008
}

---

Entry 2:
{
  "formula": "F4NO2PS",
  "method": "ωB97M-V with the def2-TZVPD basis set",
  "elements": ["N", "O", "O", "F", "F", "F", "F", "P", "S"],
  "positions_angstrom": [[-0.9490, 1.9684, 0.3782], [1.0856, 0.4811, 1.3790], [2.3974, -1.2250, 0.2241], [-2.4686, -0.5753, 0.3941], [-1.2298, -0.0321, -1.5802], [-0.0956, -1.2172, 0.1253], [1.1786, 0.3847, -1.0862], [-1.2413, 0.5879, -0.1146], [1.3227, -0.3724, 0.2803]],
  "forces_ev_per_angstrom": [[-0.5, 5.5, 0.4], [0.7, -0.2, -0.5], [1.7, -1.8, -0.7], [0.9, 2.2, -0.4], [-0.7, 1.5, -0.8], [3.6, -1.6, 0.2], [0.8, -0.5, 0.9], [-3.6, -6.2, -0.2], [-2.8, 1.1, 1.1]],
  "mulliken_charge": [-0.388, -0.387, -0.445, -0.317, -0.180, -0.134, -0.131, 0.770, 1.212],
  "e_homo_ev": [-8.3, -11.6],
  "orbital_gap_ha": [0.3064, 0.2908],
  "multiplicity": 3,
  "largest_force_ha_per_bohr": 0.1400
}

---

Entry 3:
{
  "formula": "F4O2Xe",
  "method": "ωB97M-V with the def2-TZVPD basis set",
  "elements": ["Xe", "O", "F", "F", "O", "F", "F"],
  "positions_angstrom": [[0.0414, -0.0414, 0.0000], [2.0016, 0.0263, 0.0000], [-0.0388, 1.9447, 0.0000], [-1.9447, 0.0388, 0.0000], [-0.0263, -2.0016, 0.0000], [-0.0116, 0.0116, 1.9813], [-0.0116, 0.0116, -1.9813]],
  "forces_ev_per_angstrom": [[4.3, -4.3, 0.0], [-4.7, 0.4, 0.0], [-0.6, -2.3, 0.0], [2.3, 0.6, 0.0], [-0.4, 4.7, 0.0], [-0.4, 0.4, -2.4], [-0.4, 0.4, 2.4]],
  "mulliken_charge": [1.671, -0.328, -0.233, -0.233, -0.328, -0.274, -0.274],
  "e_homo_ev": -12.7,
  "orbital_gap_ha": 0.2415,
  "largest_force_ha_per_bohr": 0.1171
}

---

Entry 4:
{
  "formula": "F5N2",
  "method": "ωB97M-V with the def2-TZVPD basis set",
  "elements": ["N", "N", "F", "F", "F", "F", "F"],
  "positions_angstrom": [[-1.0378, -0.0548, 0.5079], [0.7371, 0.0736, -0.0432], [-1.5246, 1.0683, 0.0772], [-1.4930, -0.9712, -0.2849], [1.3586, -0.0254, 1.1137], [1.0674, -0.9543, -0.7809], [1.1205, 1.1744, -0.6261]],
  "forces_ev_per_angstrom": [[0.2, 0.1, 0.2], [-0.8, -0.4, 0.9], [-0.1, 0.0, -0.2], [0.0, 0.0, -0.2], [0.3, 0.0, -0.1], [0.3, -0.1, -0.3], [0.1, 0.3, -0.3]],
  "mulliken_charge": [0.498, 0.656, 0.002, 0.005, -0.058, -0.056, -0.048],
  "total_charge": 1,
  "e_homo_ev": -19.2,
  "orbital_gap_ha": 0.4005,
  "largest_force_ha_per_bohr": 0.0238
}

---

Entry 5:
{
  "formula": "F6H16O8P",
  "method": "ωB97M-V with the def2-TZVPD basis set",
  "elements": ["P", "F", "F", "F", "F", "F", "F", "O", "H", "H", "O", "H", "H", "O", "H", "H", "O", "H", "H", "O", "H", "H", "O", "H", "H", "O", "H", "H", "O", "H", "H"],
  "positions_angstrom": [[0.1521, 0.3647, 0.0991], [0.0231, 1.9127, 0.5497], [-1.3450, 0.4482, -0.5158], [0.8205, 0.8460, -1.2989], [0.2751, -1.1695, -0.3444], [1.6246, 0.3018, 0.7695], [-0.5129, -0.0808, 1.5284], [3.4012, -2.0969, 0.5031], [2.5993, -2.6427, 0.4889], [3.0573, -1.2042, 0.6276], [-1.7823, 2.0066, -2.9908], [-2.2379, 2.7398, -2.5660], [-1.7331, 1.3320, -2.3002], [-3.1709, -1.8120, 0.6787], [-2.3378, -1.4107, 0.3948], [-2.9051, -2.5545, 1.2286], [2.3192, 3.3173, -1.5261], [1.7633, 2.5870, -1.2105], [3.0639, 2.8785, -1.9465], [-3.2318, 2.4672, 1.1902], [-2.2950, 2.2818, 1.3342], [-3.6676, 1.6288, 1.3720], [-1.1973, 1.6124, 3.6566], [-1.3696, 1.0767, 4.4355], [-0.9458, 0.9768, 2.9658], [1.9786, -1.2622, -3.1231], [1.6715, -0.5612, -2.5315], [2.9171, -1.3412, -2.9266], [1.3430, -4.1374, 0.6990], [1.2009, -4.8733, 0.0954], [0.5213, -3.6319, 0.6633]],
  "forces_ev_per_angstrom": [[0.3, 0.9, 0.7], [0.0, -0.1, 0.0], [0.1, -0.3, -0.3], [-0.2, -0.3, -0.2], [-0.2, -0.2, 0.0], [-0.1, -0.1, 0.0], [0.1, -0.4, -0.1], [-0.1, 0.1, 0.0], [0.3, -0.1, 0.0], [0.0, 0.0, 0.0], [-0.2, -0.1, 0.0], [0.1, 0.0, 0.1], [0.1, 0.1, 0.0], [0.1, -0.1, 0.0], [-0.1, 0.1, 0.0], [0.0, 0.0, 0.0], [0.0, -0.1, 0.1], [0.1, 0.3, -0.1], [0.0, 0.0, 0.0], [0.0, 0.0, -0.1], [-0.1, 0.1, 0.0], [0.1, 0.0, 0.0], [0.0, -0.2, -0.1], [0.0, 0.0, 0.0], [0.0, 0.2, 0.2], [0.1, 0.1, 0.0], [-0.1, -0.1, 0.0], [-0.1, -0.1, 0.1], [-0.3, -0.1, 0.1], [0.1, 0.1, -0.1], [0.1, 0.1, -0.1]],
  "mulliken_charge": [1.424, -0.365, -0.452, -0.419, -0.293, -0.418, -0.420, -0.682, 0.352, 0.390, -0.659, 0.314, 0.337, -0.670, 0.331, 0.294, -0.688, 0.350, 0.291, -0.665, 0.285, 0.331, -0.626, 0.291, 0.412, -0.653, 0.334, 0.316, -0.690, 0.315, 0.328],
  "total_charge": -1,
  "e_homo_ev": -8.1,
  "orbital_gap_ha": 0.3928,
  "largest_force_ha_per_bohr": 0.0239
}

---

Entry 6:
{
  "formula": "F6H16O8P",
  "method": "ωB97M-V with the def2-TZVPD basis set",
  "elements": ["P", "F", "F", "F", "F", "F", "F", "O", "H", "H", "O", "H", "H", "O", "H", "H", "O", "H", "H", "O", "H", "H", "O", "H", "H", "O", "H", "H", "O", "H", "H"],
  "positions_angstrom": [[-0.1441, 0.6922, 0.1898], [-0.6470, 1.5279, -1.0963], [-1.5427, -0.1280, 0.2386], [0.5407, -0.3781, -0.8109], [0.3759, -0.2222, 1.4326], [1.2372, 1.5554, 0.2986], [-0.8056, 1.7974, 1.1500], [-0.1661, -1.5093, -3.2232], [-0.0771, -0.6801, -2.7401], [0.4941, -2.0799, -2.8224], [-1.4012, -1.6946, 3.1018], [-1.1373, -1.6240, 2.1773], [-1.8096, -0.8451, 3.2931], [-2.5993, -3.2523, 0.7176], [-2.6905, -2.3825, 1.1194], [-3.3431, -3.7506, 1.0655], [3.8768, 0.7878, 0.9540], [3.0583, 0.9918, 0.4891], [3.6572, -0.0410, 1.4038], [2.8603, 0.7673, -2.2050], [2.1705, 0.5223, -1.5768], [2.9472, 1.7187, -2.1044], [2.8641, -1.5217, 2.3701], [2.9401, -2.1524, 1.6472], [2.0173, -1.0785, 2.2147], [-0.6044, 4.3260, -1.1570], [-0.9171, 3.4414, -1.3780], [0.3115, 4.1862, -0.9022], [-4.0597, 0.6394, -1.1758], [-4.2598, -0.0940, -1.7637], [-3.1464, 0.4806, -0.9077]],
  "forces_ev_per_angstrom": [[-0.3, 0.8, 1.1], [0.1, -0.3, -0.3], [0.1, -0.3, -0.5], [0.1, 0.1, 0.1], [0.0, 0.2, 0.1], [-0.1, -0.3, -0.8], [0.0, -0.3, 0.3], [-0.1, 0.0, -0.3], [0.0, -0.1, 0.0], [0.0, 0.0, 0.1], [-0.3, -0.1, 0.0], [0.3, 0.1, 0.1], [0.1, 0.1, 0.0], [-0.1, -0.1, -0.2], [0.0, 0.0, 0.0], [0.0, 0.0, 0.1], [0.0, -0.1, -0.1], [0.1, 0.2, 0.0], [0.2, 0.1, 0.2], [0.0, 0.0, -0.1], [0.0, 0.0, -0.1], [0.0, 0.0, 0.0], [0.0, 0.0, -0.1], [-0.1, -0.1, 0.0], [-0.1, -0.1, 0.1], [0.0, 0.2, -0.2], [0.0, 0.0, 0.2], [0.0, -0.1, 0.1], [-0.1, 0.0, 0.0], [0.0, 0.0, 0.0], [0.0, 0.0, 0.1]],
  "mulliken_charge": [1.369, -0.425, -0.359, -0.460, -0.394, -0.373, -0.357, -0.658, 0.354, 0.302, -0.638, 0.243, 0.354, -0.599, 0.335, 0.287, -0.701, 0.313, 0.413, -0.645, 0.311, 0.332, -0.735, 0.334, 0.399, -0.650, 0.380, 0.298, -0.677, 0.297, 0.351],
  "total_charge": -1,
  "e_homo_ev": -7.9,
  "orbital_gap_ha": 0.3961,
  "largest_force_ha_per_bohr": 0.0282
}

---

Entry 7:
{
  "formula": "F6H18O9P",
  "method": "ωB97M-V with the def2-TZVPD basis set",
  "elements": ["P", "F", "F", "F", "F", "F", "F", "O", "H", "H", "O", "H", "H", "O", "H", "H", "O", "H", "H", "O", "H", "H", "O", "H", "H", "O", "H", "H", "O", "H", "H", "O", "H", "H"],
  "positions_angstrom": [[0.7362, -0.0505, -0.3349], [-0.0063, -0.6067, 0.9399], [-0.1934, -0.8427, -1.4237], [-0.3319, 1.1788, -0.4057], [1.5009, 0.5025, -1.6731], [1.6539, 0.8404, 0.6551], [1.9845, -1.2416, -0.2113], [0.0405, -0.2330, 3.5761], [-0.0020, -0.2095, 2.6201], [0.9257, -0.5419, 3.7694], [-2.3245, 2.2447, 1.9054], [-2.4164, 1.3017, 2.0415], [-1.3810, 2.4017, 1.9427], [2.9441, -4.1683, -1.5840], [2.6718, -3.2687, -1.4028], [2.2253, -4.5380, -2.0967], [-1.8752, -2.8247, -0.9890], [-1.4542, -3.4710, -1.5558], [-1.2608, -2.0913, -0.9636], [-3.4822, 0.6469, -0.7929], [-2.8805, 0.6540, -1.5373], [-3.2380, 1.4170, -0.2795], [-0.1326, 1.4794, -4.0192], [0.4407, 2.1676, -4.3567], [0.3296, 1.1353, -3.2549], [-0.2992, -3.1401, 1.9450], [0.4159, -3.3345, 2.5508], [-0.0357, -2.3261, 1.5159], [1.1362, 3.6263, -1.5193], [0.7152, 2.8278, -1.2010], [2.0223, 3.5904, -1.1591], [0.3409, 2.6273, 2.3536], [0.7124, 2.3455, 3.1896], [0.5179, 1.9013, 1.7555]],
  "forces_ev_per_angstrom": [[2.4, 0.6, -2.5], [-0.8, -1.1, -0.1], [0.6, -0.5, 1.4], [0.3, -0.1, 0.0], [0.3, 0.4, 0.9], [0.2, 0.3, -0.3], [-2.5, 0.9, -0.3], [0.0, 0.3, 0.6], [-0.1, -0.1, -0.1], [0.2, -0.1, 0.0], [-1.0, 0.0, -0.3], [-0.1, -0.3, 0.1], [0.5, 0.3, 0.3], [0.3, -0.3, 0.0], [-0.1, 0.4, 0.2], [-0.2, -0.1, -0.1], [-0.5, -0.5, 0.1], [0.1, -0.1, -0.1], [0.0, 0.1, -0.1], [-0.4, -0.2, 0.0], [0.2, -0.1, -0.2], [0.2, 0.3, 0.3], [-0.3, -0.1, -0.4], [0.1, 0.2, 0.0], [0.2, -0.2, 0.4], [-0.1, -0.5, 0.1], [0.1, -0.1, 0.1], [-0.1, 0.0, -0.1], [0.0, 0.4, -0.3], [-0.2, -0.3, 0.1], [0.2, -0.1, 0.1], [0.0, 0.6, 0.0], [-0.1, -0.2, 0.3], [0.4, -0.1, -0.3]],
  "mulliken_charge": [1.430, -0.422, -0.498, -0.367, -0.371, -0.411, -0.404, -0.666, 0.399, 0.318, -0.700, 0.314, 0.407, -0.663, 0.351, 0.304, -0.664, 0.282, 0.440, -0.653, 0.298, 0.338, -0.647, 0.297, 0.356, -0.632, 0.276, 0.356, -0.661, 0.325, 0.330, -0.684, 0.340, 0.283],
  "total_charge": -1,
  "e_homo_ev": -8.1,
  "orbital_gap_ha": 0.4011,
  "largest_force_ha_per_bohr": 0.0672
}

---

Entry 8:
{
  "formula": "F6H20O10P",
  "method": "ωB97M-V with the def2-TZVPD basis set",
  "elements": ["P", "F", "F", "F", "F", "F", "F", "O", "H", "H", "O", "H", "H", "O", "H", "H", "O", "H", "H", "O", "H", "H", "O", "H", "H", "O", "H", "H", "O", "H", "H", "O", "H", "H", "O", "H", "H"],
  "positions_angstrom": [[-0.0927, 0.1486, 0.4891], [0.1237, 1.5588, -0.2891], [-1.5060, -0.2065, -0.1930], [0.6284, -0.5147, -0.8328], [-0.0314, -1.3396, 1.2823], [1.3127, 0.5390, 1.0503], [-0.8582, 0.9207, 1.7357], [-0.0381, 4.0687, -2.5191], [-0.8709, 3.6085, -2.6230], [0.5663, 3.4009, -2.1951], [2.3751, -1.6687, 2.4702], [3.3190, -1.5847, 2.3357], [2.0031, -1.6340, 1.5889], [-3.6243, 1.3218, -0.5006], [-2.7022, 1.0651, -0.4990], [-3.7984, 1.5971, 0.3994], [-1.8994, -3.2230, 0.0991], [-2.6343, -2.6162, 0.0097], [-1.1223, -2.6649, 0.0684], [3.6922, -1.8380, -0.5472], [4.6404, -1.9689, -0.5463], [3.5643, -1.0132, -1.0159], [2.7169, 1.1404, -1.8474], [2.4332, 0.6370, -2.6105], [2.3467, 0.6715, -1.0995], [-1.7205, 0.5055, 4.3119], [-2.6695, 0.5304, 4.1898], [-1.3666, 0.4243, 3.4262], [-2.1716, 3.9708, 1.0544], [-1.8984, 4.6662, 1.6527], [-1.5563, 3.2564, 1.2198], [-1.6209, -0.7668, -2.7218], [-1.1353, -1.5482, -2.9863], [-1.1743, -0.4629, -1.9316], [1.2866, -3.5166, -1.0082], [2.1383, -3.1056, -0.8596], [1.3448, -4.3590, -0.5574]],
  "forces_ev_per_angstrom": [[1.3, -0.1, -0.1], [-2.4, 0.8, -0.7], [0.3, 0.2, 0.9], [-0.1, -0.9, 0.3], [-0.6, 2.1, -1.0], [1.7, -0.9, 1.9], [0.3, -0.9, -1.0], [0.1, 0.4, -0.2], [-0.2, -0.1, 0.1], [0.2, -0.3, 0.2], [0.3, -0.3, 0.5], [0.2, 0.0, -0.1], [-0.2, 0.0, -0.2], [-0.6, 0.2, -0.2], [0.0, 0.0, -0.1], [0.0, 0.2, 0.2], [-0.3, -0.5, 0.0], [-0.1, 0.2, -0.1], [0.4, 0.1, 0.1], [-0.1, -0.3, 0.2], [0.2, -0.1, 0.0], [-0.1, 0.4, -0.2], [0.8, 0.1, -0.2], [-0.3, -0.1, -0.2], [-0.6, 0.1, 0.3], [-0.1, 0.0, 0.6], [-0.2, 0.0, 0.0], [0.2, 0.0, -0.3], [-0.3, 0.1, -0.1], [0.1, 0.1, 0.1], [0.3, -0.3, 0.0], [-0.3, 0.1, -0.7], [0.1, -0.2, 0.0], [0.1, -0.1, -0.1], [-0.3, -0.2, -0.2], [0.4, 0.4, 0.1], [-0.1, -0.2, 0.1]],
  "mulliken_charge": [1.774, -0.338, -0.496, -0.489, -0.428, -0.370, -0.434, -0.660, 0.323, 0.337, -0.625, 0.291, 0.290, -0.690, 0.351, 0.310, -0.688, 0.343, 0.318, -0.613, 0.265, 0.329, -0.656, 0.357, 0.201, -0.683, 0.290, 0.419, -0.606, 0.267, 0.324, -0.707, 0.317, 0.330, -0.577, 0.327, 0.297],
  "total_charge": -1,
  "e_homo_ev": -8.0,
  "orbital_gap_ha": 0.3812,
  "largest_force_ha_per_bohr": 0.0533
}

---

What did the third record say?
{
  "formula": "F4O2Xe",
  "method": "ωB97M-V with the def2-TZVPD basis set",
  "elements": ["Xe", "O", "F", "F", "O", "F", "F"],
  "positions_angstrom": [[0.0414, -0.0414, 0.0000], [2.0016, 0.0263, 0.0000], [-0.0388, 1.9447, 0.0000], [-1.9447, 0.0388, 0.0000], [-0.0263, -2.0016, 0.0000], [-0.0116, 0.0116, 1.9813], [-0.0116, 0.0116, -1.9813]],
  "forces_ev_per_angstrom": [[4.3, -4.3, 0.0], [-4.7, 0.4, 0.0], [-0.6, -2.3, 0.0], [2.3, 0.6, 0.0], [-0.4, 4.7, 0.0], [-0.4, 0.4, -2.4], [-0.4, 0.4, 2.4]],
  "mulliken_charge": [1.671, -0.328, -0.233, -0.233, -0.328, -0.274, -0.274],
  "e_homo_ev": -12.7,
  "orbital_gap_ha": 0.2415,
  "largest_force_ha_per_bohr": 0.1171
}